Entry 1:
# C3H4N2O

A structure of composition C3H4N2O (ωB97M-V/def2-TZVPD, the OMol25 dataset).

The energy above the lowest of the compared OMol25 structures with the same formula, charge and spin is 423.7 kJ/mol. The gap between HOMO and LUMO is 0.333 Ha. As for the net charge: 0. The HOMO energy comes out at -0.32206 Eh.

Each line ends with the Mulliken charge.
Cartesian coordinates (Å):
O 2.2935 -0.0941 -0.2069  -0.65
C 1.0750 -0.2831 0.1772  0.59
N 0.3947 -1.4027 0.4014  -0.77
N -0.9042 -0.9927 0.2408  0.29
C -1.0834 0.2709 -0.0981  -0.35
C 0.2005 0.8720 -0.1065  -0.56
H 1.3574 0.7730 -0.8283  0.41
H -1.6251 -1.6944 0.3354  0.23
H -2.0762 0.6859 -0.2176  0.43
H 0.3680 1.8652 0.3026  0.38

Atomic forces in eV per Å
-0.06 0.02 0.03
-0.07 -0.13 -0.08
0.16 0.28 -0.03
-0.27 0.04 -0.07
0.07 -0.13 0.12
-0.33 0.02 0.21
0.26 -0.03 -0.06
0.09 0.13 -0.02
0.14 -0.07 0.02
0.01 -0.13 -0.11

Entry 2:
# C28H24BrCoN5OS3

A structure of composition C28H24BrCoN5OS3 (ωB97M-V/def2-TZVPD, the OMol25 dataset).

The gap between HOMO and LUMO (spin up / spin down) is 0.158 / 0.162 Ha. As for the net charge: -2. The HOMO energy (spin up / spin down) comes out at -0.01214 / -0.01622 Eh. The spin multiplicity is 2.

Each line ends with the Löwdin spin population.
Cartesian coordinates (Å):
Co 0.1723 -1.1532 -0.4752  0.03
Br 1.2116 -7.4672 -3.8732  0.00
C 1.3752 -5.8112 -2.9118  0.00
C 2.5818 -5.1147 -2.9382  0.00
C 2.6797 -3.9296 -2.2342  0.00
C 1.6003 -3.3953 -1.4916  0.00
O 1.7217 -2.2975 -0.8549  0.00
C 0.3732 -4.1388 -1.4813  0.00
C -0.7606 -3.7511 -0.7015  0.00
N -0.8764 -2.6656 0.0189  -0.01
C -1.8756 -2.6529 1.0151  0.04
C -2.5809 -3.8110 1.3875  0.08
C -3.4519 -3.8273 2.4716  0.02
C -3.6196 -2.7078 3.2521  0.08
C -2.9473 -1.5141 2.9185  0.01
C -3.0207 -0.3667 3.7568  0.24
C -2.2594 0.7575 3.4269  0.07
C -1.5916 0.8028 2.2364  0.15
N -1.6305 -0.2335 1.3454  0.17
C -2.1559 -1.4725 1.7428  0.03
C 0.2957 -5.3414 -2.2015  0.00
H 3.4200 -5.4917 -3.5095  0.00
H 3.5972 -3.3537 -2.2450  0.00
H -1.5865 -4.4570 -0.7078  0.00
H -2.4164 -4.7365 0.8600  0.01
H -3.9669 -4.7488 2.7209  0.00
H -4.2434 -2.7262 4.1390  0.00
H -3.5996 -0.4163 4.6700  0.02
H -2.2036 1.6165 4.0835  0.00
H -1.0389 1.6554 1.8873  0.01
H -0.6273 -5.9103 -2.1792  0.00
S 0.6285 5.4195 1.1130  0.00
C 1.3043 4.1209 0.2712  0.00
S 0.3444 2.7874 -0.2118  0.00
C 1.7188 1.9489 -0.8808  0.00
N 2.8235 2.6442 -0.7561  0.00
N 2.5669 3.8620 -0.1096  0.00
C 3.7382 4.6614 0.0905  0.00
C 3.6715 6.0316 0.3056  0.00
C 4.8467 6.7571 0.4777  0.00
C 6.0831 6.1361 0.4361  0.00
C 6.1387 4.7663 0.2124  0.00
C 4.9779 4.0285 0.0368  0.00
S 1.5435 0.4669 -1.7094  0.00
H 2.7133 6.5228 0.3424  0.00
H 4.7756 7.8257 0.6435  0.00
H 6.9925 6.7091 0.5717  0.00
H 7.0930 4.2551 0.1718  0.00
H 5.0128 2.9663 -0.1481  0.00
C -3.2822 1.5267 -0.1822  0.00
C -2.4838 0.3708 -0.7949  0.01
C -1.9853 0.8023 -2.1684  0.00
C -3.4382 -0.8222 -1.0030  0.00
N -1.2844 0.0487 -0.0039  0.01
H -4.1162 1.7967 -0.8396  0.00
H -2.6459 2.4050 -0.0532  0.00
H -3.6992 1.2606 0.7918  0.00
H -2.8438 1.0348 -2.8080  0.00
H -1.3982 0.0132 -2.6412  0.00
H -1.3390 1.6790 -2.1019  0.00
H -4.2523 -0.5518 -1.6867  0.00
H -3.8903 -1.1488 -0.0633  0.00
H -2.8903 -1.6655 -1.4302  0.00

Atomic forces in eV per Å
0.04 0.00 -0.10
0.04 0.06 0.02
-0.17 -0.18 -0.04
-0.01 0.37 0.20
0.36 -0.46 -0.32
-0.43 0.46 0.60
-0.01 -0.05 -0.43
0.17 -0.30 -0.43
-0.19 0.44 0.16
0.41 -0.17 -0.15
-0.58 0.18 0.31
-0.04 -0.02 0.15
0.10 -0.16 -0.25
0.09 0.20 -0.01
-0.24 0.05 0.46
0.06 -0.14 -0.19
0.03 0.11 0.08
-0.01 -0.15 -0.08
-0.45 -0.20 -0.06
0.59 0.20 -0.48
0.02 0.05 0.06
0.01 0.00 0.00
-0.01 -0.01 0.00
0.08 -0.12 -0.04
0.01 -0.05 0.08
0.01 0.00 -0.01
-0.01 0.01 -0.02
-0.01 0.00 0.00
0.00 -0.01 0.00
0.06 0.13 -0.03
0.00 0.01 -0.02
0.11 -0.02 -0.03
-0.02 0.15 0.07
-0.57 -0.10 0.26
0.29 -0.05 -0.37
-0.45 0.04 0.08
0.75 0.14 -0.09
-0.45 -0.26 -0.01
0.15 0.19 -0.02
-0.19 -0.02 -0.01
0.04 -0.04 -0.01
-0.09 -0.07 -0.02
0.21 0.02 0.07
0.12 -0.07 0.39
0.00 -0.01 0.00
0.02 0.00 0.00
0.00 0.00 0.00
0.01 0.02 0.00
-0.01 0.01 -0.01
-0.07 0.06 0.00
0.05 -0.25 0.02
0.04 0.02 -0.18
-0.08 -0.04 0.00
0.27 0.00 0.34
0.02 0.00 0.01
-0.01 -0.01 0.00
0.00 -0.02 -0.01
0.02 0.05 -0.01
-0.02 -0.04 0.09
-0.06 -0.01 0.00
0.03 0.01 0.01
-0.02 0.03 -0.04
-0.02 0.04 -0.01

Entry 3:
# C4H4N2O

The molecule C4H4N2O (ωB97M-V/def2-TZVPD, the OMol25 dataset).

The energy above the lowest of the compared OMol25 structures with the same formula, charge and spin is 40.1 kJ/mol. The gap between HOMO and LUMO is 0.358 Ha. The structure (SMILES) is O=Cc1cnc[nH]1. As for the net charge: 0. The HOMO energy comes out at -0.34482 Eh.

Each line ends with the Mulliken charge.
Cartesian coordinates (Å):
O -2.7015 0.1618 -0.2956  -0.46
C -1.7926 -0.2836 0.3679  -0.20
C -0.3884 0.0145 0.0727  0.41
C 0.1351 1.0798 -0.6207  -0.21
N 1.4909 0.9724 -0.7392  -0.59
C 1.7970 -0.1574 -0.1414  -0.14
N 0.7089 -0.7658 0.3975  -0.07
H -2.0157 -0.9592 1.2163  0.29
H -0.4170 1.9351 -0.9911  0.41
H 2.7903 -0.5931 -0.0996  0.37
H 0.7065 -1.6387 0.8989  0.18

Atomic forces in eV per Å
0.19 0.08 0.30
-0.11 -0.11 -0.30
0.07 0.17 -0.10
-0.11 0.14 0.05
-0.14 -0.23 0.05
0.03 -0.08 0.09
0.02 0.12 -0.10
0.18 -0.03 0.01
0.13 -0.21 -0.03
-0.24 0.12 0.10
-0.03 0.04 -0.07

Please write out number 3 again, unchanged.
# C4H4N2O

The molecule C4H4N2O (ωB97M-V/def2-TZVPD, the OMol25 dataset).

The energy above the lowest of the compared OMol25 structures with the same formula, charge and spin is 40.1 kJ/mol. The gap between HOMO and LUMO is 0.358 Ha. The structure (SMILES) is O=Cc1cnc[nH]1. As for the net charge: 0. The HOMO energy comes out at -0.34482 Eh.

Each line ends with the Mulliken charge.
Cartesian coordinates (Å):
O -2.7015 0.1618 -0.2956  -0.46
C -1.7926 -0.2836 0.3679  -0.20
C -0.3884 0.0145 0.0727  0.41
C 0.1351 1.0798 -0.6207  -0.21
N 1.4909 0.9724 -0.7392  -0.59
C 1.7970 -0.1574 -0.1414  -0.14
N 0.7089 -0.7658 0.3975  -0.07
H -2.0157 -0.9592 1.2163  0.29
H -0.4170 1.9351 -0.9911  0.41
H 2.7903 -0.5931 -0.0996  0.37
H 0.7065 -1.6387 0.8989  0.18

Atomic forces in eV per Å
0.19 0.08 0.30
-0.11 -0.11 -0.30
0.07 0.17 -0.10
-0.11 0.14 0.05
-0.14 -0.23 0.05
0.03 -0.08 0.09
0.02 0.12 -0.10
0.18 -0.03 0.01
0.13 -0.21 -0.03
-0.24 0.12 0.10
-0.03 0.04 -0.07

Look up the net charge of the first one.
0